Record 1
This record from the Open Molecules 2025 dataset describes C12H20O in the gas phase at a distorted geometry. The level of theory is the ωB97M-V functional and the def2-TZVPD basis.

The geometry in XYZ format:
```
33
Properties=species:S:1:pos:R:3:forces:R:3
C 0.015 -1.436 -0.397 0.0 -0.6 -0.4
C 0.011 0.361 -1.577 0.0 0.3 -0.8
C 1.057 -0.465 -0.794 -4.1 0.3 0.5
C -1.026 -0.453 -0.774 4.1 0.3 0.4
C 3.221 -1.187 -0.013 -0.1 0.0 0.0
C 1.816 0.282 1.451 -0.1 -0.1 -0.2
C 2.862 1.231 -0.623 -0.1 -0.2 0.1
C -2.582 1.440 -0.290 0.1 -0.2 0.0
C -1.995 -0.213 1.513 0.1 0.0 -0.2
C -3.337 -0.953 -0.462 0.1 0.0 0.0
C 2.226 -0.015 -0.001 0.5 0.1 0.1
C -2.208 -0.013 0.007 -0.4 0.1 0.1
O 0.014 -2.519 0.148 0.0 -0.4 0.5
H 0.020 1.444 -1.427 0.0 0.0 0.0
H 0.001 0.148 -2.646 0.0 0.2 -0.1
H 4.100 -0.940 0.581 0.1 0.0 0.0
H 3.537 -1.404 -1.033 0.1 0.0 0.0
H 2.750 -2.078 0.396 0.0 -0.1 0.0
H 2.696 0.529 2.041 0.1 0.0 0.0
H 1.128 1.125 1.485 -0.1 0.1 0.0
H 1.331 -0.586 1.891 -0.1 -0.1 0.1
H 3.761 1.500 -0.072 0.1 0.0 0.0
H 2.178 2.075 -0.591 0.0 0.1 0.0
H 3.134 1.045 -1.660 0.1 0.0 -0.1
H -3.496 1.702 0.238 -0.1 0.0 0.0
H -2.746 1.584 -1.355 0.0 0.1 -0.1
H -1.797 2.119 0.038 0.1 0.1 0.0
H -1.694 -1.237 1.718 0.1 -0.1 0.1
H -1.223 0.459 1.884 0.1 0.0 0.0
H -2.920 -0.005 2.048 -0.1 0.0 0.0
H -4.264 -0.702 0.049 -0.1 0.0 0.1
H -3.077 -1.984 -0.238 0.0 -0.1 0.0
H -3.492 -0.857 -1.534 -0.1 0.0 -0.1
```
Forces are in eV/Å.

* relative energy (zero: lowest compared OMol25 entry of this formula, charge and spin): 64.1 kcal/mol
* frontier orbital gap (alpha / beta): 7.65 / 7.65 eV
* E_HOMO (alpha / beta): -7.977 / -7.971 eV
* E_LUMO (alpha / beta): -0.32 / -0.32 eV
* charge: 0

***

Record 2
This record from the Open Molecules 2025 dataset describes 2 unconnected molecules or ions with the total composition C12H20O2Si at a distorted geometry. The level of theory is the ωB97M-V functional and the def2-TZVPD basis.

The geometry in XYZ format:
```
35
Properties=species:S:1:pos:R:3:forces:R:3
Si 3.903 1.365 -1.042 0.0 0.4 0.5
C 3.182 3.087 -0.756 -0.2 -0.3 -0.3
C 1.914 3.363 -1.601 0.0 -0.1 0.4
C 0.687 2.836 -0.883 1.6 0.8 -1.1
C 0.092 1.686 -1.295 0.3 -0.4 -0.6
C -1.003 1.222 -0.623 -0.1 -1.3 -1.1
C -1.466 1.905 0.446 -1.8 -0.5 1.2
C -0.868 3.049 0.875 0.1 1.0 0.8
C 0.215 3.522 0.200 0.4 0.7 0.2
H 4.861 1.097 0.055 0.1 -0.1 -0.1
H 4.582 1.268 -2.349 0.0 -0.1 -0.1
H 2.829 0.356 -0.913 0.0 0.0 -0.2
H 3.945 3.853 -0.887 0.1 0.0 -0.1
H 2.897 3.106 0.293 0.0 0.1 0.2
H 1.982 2.897 -2.582 0.0 0.0 -0.2
H 1.786 4.430 -1.767 0.1 0.2 0.0
H 0.502 1.158 -2.141 -0.1 -0.1 -0.2
H -1.456 0.311 -0.981 -0.4 -0.1 0.1
H -2.339 1.546 0.972 -0.1 -0.1 0.1
H -1.218 3.596 1.735 -0.3 0.0 0.2
H 0.731 4.422 0.497 0.0 0.2 0.2
O -2.647 -2.005 -1.235 -0.1 -0.1 0.0
C -2.143 -2.669 -0.371 0.1 0.2 0.2
O -2.702 -3.850 -0.044 -0.1 -0.1 -0.3
C -2.076 -4.799 0.820 0.1 -0.1 0.2
C -2.385 -4.524 2.277 0.0 0.1 0.0
C -0.951 -2.173 0.413 0.3 -0.3 -0.2
H -1.003 -4.849 0.629 0.0 0.1 0.0
H -2.490 -5.764 0.531 -0.1 0.1 -0.1
H -1.993 -3.558 2.595 0.1 0.0 0.0
H -1.951 -5.298 2.911 0.0 0.0 0.0
H -3.463 -4.506 2.436 0.0 -0.1 0.0
H -1.302 -1.582 1.257 0.0 0.0 0.0
H -0.361 -1.536 -0.239 -0.1 0.1 0.0
H -0.292 -2.963 0.767 -0.1 0.0 0.2
```
Forces are in eV/Å.

* frontier orbital gap: 9.85 eV
* E_HOMO: -9.119 eV
* SMILES: [SiH3]CCc1ccccc1.CCOC(C)=O
* E_LUMO: 0.73 eV
* charge: 0

***

Record 3
This record from the Open Molecules 2025 dataset describes a molecular structure, C12H21AlBINO2Zn at a distorted geometry. The level of theory is the ωB97M-V functional and the def2-TZVPD basis.

The geometry in XYZ format:
```
40
Properties=species:S:1:pos:R:3:forces:R:3
C 4.800 0.086 -0.050 0.0 0.8 0.9
C 3.319 0.147 0.357 -0.1 -0.7 -0.8
C 2.391 -0.892 -0.331 -1.3 0.6 1.0
I 2.865 -1.348 -2.329 0.1 -0.3 -0.2
Al 0.445 -0.108 -0.323 2.1 -1.6 -3.4
C 0.246 0.695 1.631 -1.3 1.7 3.0
N -0.679 1.693 1.649 0.5 -1.6 2.5
C -1.944 1.385 2.334 -0.9 -0.2 0.0
C 0.362 1.262 -1.778 -0.1 1.2 0.4
B -0.833 2.261 -1.689 0.2 0.5 -0.1
O -0.579 3.486 -1.075 -0.1 -0.4 -0.1
O -2.113 2.038 -2.199 0.4 -0.5 0.7
C -0.901 -1.557 -0.462 0.0 -0.1 0.7
C -2.255 -1.323 -0.745 0.7 0.6 0.6
C -3.124 -2.389 -0.786 -0.9 0.8 -0.4
C -2.683 -3.668 -0.548 -0.3 -1.2 0.1
C -1.354 -3.934 -0.280 0.4 0.0 -0.1
C -0.477 -2.875 -0.238 0.8 0.4 0.4
H 5.244 -0.853 0.293 -0.1 0.0 -0.4
H 4.984 0.295 -1.104 -0.1 -0.3 0.1
H 5.314 0.880 0.510 0.0 -0.1 -0.1
H 2.890 1.143 0.172 0.4 0.2 0.1
H 3.272 -0.077 1.431 -0.1 0.2 0.0
H 2.370 -1.809 0.267 0.3 -0.2 -0.4
H -0.018 -0.164 2.260 -0.3 -0.5 -1.0
H 1.209 1.061 2.015 0.5 -0.1 -1.6
H -0.263 2.548 2.006 -0.2 0.7 -1.1
H -2.825 1.647 1.748 0.2 -0.1 -0.1
H -2.054 0.331 2.603 0.4 0.1 -0.1
H -2.002 2.015 3.233 0.1 -0.2 -0.1
H 1.287 1.856 -1.709 -0.2 -0.2 0.0
H 0.350 0.782 -2.764 0.1 -0.6 0.4
H -1.228 4.144 -1.359 0.0 0.1 0.2
H -2.734 2.273 -1.497 -0.3 0.3 -0.5
H -2.585 -0.303 -0.926 -0.2 -0.1 0.0
H -4.173 -2.177 -0.982 0.1 -0.2 -0.1
H -3.381 -4.500 -0.561 0.0 0.2 0.0
H -0.979 -4.931 -0.072 -0.2 0.1 -0.2
H 0.575 -3.053 -0.024 -0.2 -0.1 0.1
Zn -2.740 3.932 1.319 -0.3 1.0 -0.3
```
Forces are in eV/Å.

* frontier orbital gap: 2.75 eV
* E_HOMO: -10.912 eV
* E_LUMO: -8.16 eV
* charge: +1

***

| no. | E_tot (Eh) |
| --- | --- |
| 1 | -544.383624 |
| 2 | -909.196430 |
| 3 | -3019.052392 |